Entry 1:
DFT (ωB97M-V with the def2-TZVPD basis set) results for 2 unconnected molecules or ions with the total composition C17H21F3IO5S at a distorted geometry.

Element x y z (Å)
C (-1.290, 3.775, -2.671)
C (-0.967, 2.987, -1.413)
C (-1.782, 3.512, -0.235)
C (-0.817, 1.463, -1.528)
C (0.388, 1.138, -0.851)
I (-0.862, 0.289, 2.105)
C (1.073, -0.043, -1.146)
C (0.443, -1.023, -1.926)
C (-0.791, -0.757, -2.500)
C (-1.448, 0.480, -2.338)
O (0.404, 3.423, -1.127)
S (1.033, 2.450, 0.203)
C (2.273, 4.306, 0.359)
F (2.562, 4.626, 1.630)
F (3.432, 4.060, -0.293)
F (1.665, 5.339, -0.223)
H (-2.354, 3.676, -2.922)
H (-1.001, 4.831, -2.542)
H (-0.800, 3.425, -3.584)
H (-2.847, 3.258, -0.271)
H (-1.428, 3.080, 0.703)
H (-1.659, 4.611, -0.208)
H (2.053, -0.237, -0.686)
H (0.900, -2.018, -2.055)
H (-1.278, -1.564, -3.053)
H (-2.395, 0.688, -2.874)
H (0.904, -1.174, 0.593)
C (0.234, -1.624, 1.312)
C (-0.988, -2.403, 0.863)
O (-1.644, -3.125, 1.568)
O (-1.413, -2.112, -0.407)
C (-2.522, -2.976, -0.746)
C (-3.068, -2.749, -2.130)
C (0.923, -2.251, 2.478)
O (0.386, -2.987, 3.274)
O (2.205, -1.820, 2.653)
C (2.811, -2.644, 3.657)
C (4.224, -2.258, 4.019)
H (-2.186, -4.012, -0.597)
H (-3.307, -2.764, -0.009)
H (-3.965, -3.355, -2.229)
H (-3.393, -1.708, -2.277)
H (-2.372, -3.058, -2.919)
H (2.199, -2.532, 4.550)
H (2.739, -3.690, 3.335)
H (4.548, -2.962, 4.784)
H (4.916, -2.295, 3.170)
H (4.264, -1.271, 4.502)

DFT total energy: -55293.1044 eV
Relative energy (zero: lowest compared OMol25 entry of this formula, charge and spin): 47.85 kcal per mole
Net charge: -1
Frontier orbital gap: 4.04 eV

---

Entry 2:
DFT (ωB97M-V with the def2-TZVPD basis set) results for 3 unconnected molecules or ions with the total composition C17H21F5N3.

Element x y z (Å)
N (-3.327, -0.377, -2.013)
C (-2.246, 0.604, -1.630)
C (-0.949, 0.206, -2.173)
F (-0.997, -0.707, -3.272)
F (-0.224, 1.306, -2.677)
C (0.043, -0.460, -1.193)
C (0.895, -1.483, -1.584)
C (1.763, -2.078, -0.674)
C (1.792, -1.648, 0.638)
C (0.943, -0.617, 1.028)
C (0.951, -0.174, 2.453)
F (0.179, -0.965, 3.256)
F (2.197, -0.220, 3.009)
F (0.501, 1.086, 2.623)
C (0.075, -0.028, 0.123)
H (-4.163, -0.031, -1.555)
H (-3.136, -1.238, -1.507)
H (-2.485, 1.576, -2.069)
H (0.868, -1.831, -2.606)
H (2.421, -2.883, -0.977)
H (2.467, -2.100, 1.354)
H (-0.602, 0.761, 0.431)
C (0.819, -0.795, 6.382)
C (1.882, -0.198, 7.293)
C (2.095, -0.996, 8.585)
C (0.885, -1.056, 9.406)
N (-0.061, -1.093, 10.053)
H (-0.160, -0.801, 6.863)
H (0.734, -0.213, 5.470)
H (1.068, -1.821, 6.103)
H (1.617, 0.831, 7.547)
H (2.835, -0.158, 6.761)
H (2.883, -0.547, 9.190)
H (2.396, -2.019, 8.352)
C (-1.391, 1.639, -8.306)
C (-0.571, 2.136, -7.121)
C (-0.904, 1.408, -5.812)
C (-2.317, 1.612, -5.484)
N (-3.417, 1.791, -5.220)
H (-2.456, 1.810, -8.144)
H (-1.105, 2.158, -9.223)
H (-1.241, 0.569, -8.464)
H (-0.735, 3.207, -6.987)
H (0.492, 1.999, -7.331)
H (-0.301, 1.787, -4.988)
H (-0.714, 0.338, -5.895)

DFT total energy: -36027.0890 eV
Net charge: -1
Frontier orbital gap: 4.04 eV

---

Entry 3:
DFT (ωB97M-V with the def2-TZVPD basis set) results for a molecular structure, C17H21F5N6PbS3 at a distorted geometry.

Element x y z (Å)
Pb (-0.247, -0.110, -0.043)
C (-0.473, 5.016, -1.429)
S (-1.078, 3.902, -2.759)
C (-0.898, 2.381, -1.987)
S (-0.565, 2.338, -0.259)
N (-1.043, 1.382, -2.776)
N (-0.877, 0.110, -2.349)
C (-1.279, -0.809, -3.128)
C (-1.193, -2.238, -2.851)
C (-1.576, -3.057, -3.873)
C (-1.578, -4.409, -3.643)
C (-1.181, -4.904, -2.376)
C (-0.672, -4.001, -1.421)
N (-0.696, -2.669, -1.666)
H (-0.839, 5.993, -1.784)
H (0.591, 5.055, -1.487)
H (-0.974, 4.774, -0.496)
H (-1.824, -0.500, -4.080)
H (-1.910, -2.574, -4.736)
H (-1.917, -5.095, -4.402)
H (-1.230, -5.994, -2.199)
H (-0.260, -4.273, -0.471)
N (1.686, -1.150, -0.655)
C (2.747, -0.350, -1.355)
C (3.612, 0.500, -0.438)
C (2.843, 1.586, 0.347)
N (1.827, 1.044, 1.251)
H (2.025, -1.438, 0.251)
H (1.329, -1.882, -1.227)
H (2.271, 0.240, -2.133)
H (3.421, -1.071, -1.816)
H (4.367, 0.981, -1.070)
H (4.186, -0.143, 0.209)
H (2.324, 2.172, -0.406)
H (3.523, 2.189, 0.966)
H (1.395, 1.765, 1.857)
H (2.191, 0.361, 1.924)
F (-0.295, 1.957, 6.661)
C (-0.430, 1.194, 5.610)
C (-1.651, 0.949, 4.989)
F (-2.794, 1.474, 5.523)
C (-1.639, 0.176, 3.861)
F (-2.743, -0.106, 3.249)
C (-0.484, -0.412, 3.343)
S (-0.595, -1.500, 1.981)
C (0.745, -0.208, 3.973)
F (1.863, -0.829, 3.546)
C (0.775, 0.652, 5.096)
F (1.944, 0.863, 5.709)
N (-2.908, 0.186, -0.235)
H (-3.306, -0.387, -1.015)
H (-3.246, 1.134, -0.362)
H (-3.263, -0.265, 0.581)

DFT total energy: -78234.6530 eV
Relative energy (zero: lowest compared OMol25 entry of this formula, charge and spin): 13.16 kcal per mole
Net charge: +2
Frontier orbital gap: 6.28 eV

---

Entry 4:
DFT (ωB97M-V with the def2-TZVPD basis set) results for 2 unconnected molecules or ions with the total composition C17H21F9I2N5O7P2S3.

Element x y z (Å)
C (1.112, -0.274, 4.939)
C (-0.041, -0.559, 3.985)
I (-1.694, -1.406, 5.102)
C (-0.634, 0.614, 3.147)
I (-0.385, 2.454, 4.213)
C (-0.327, 0.591, 1.596)
S (1.517, 0.442, 1.418)
O (2.075, 1.472, 2.245)
O (1.813, -0.937, 1.644)
C (2.221, 0.867, -0.271)
F (1.798, 0.020, -1.194)
F (1.874, 2.113, -0.600)
C (3.796, 0.834, -0.187)
F (4.215, -0.170, 0.578)
F (4.197, 1.993, 0.341)
C (4.435, 0.694, -1.604)
F (3.771, 1.477, -2.464)
F (4.312, -0.576, -1.995)
C (5.955, 1.077, -1.635)
F (6.580, 0.321, -2.533)
F (6.523, 0.886, -0.444)
F (6.088, 2.356, -1.975)
C (-0.989, -0.743, 1.098)
O (-0.404, -1.200, -0.067)
N (-2.450, -0.564, 0.868)
C (-3.039, 0.606, 1.328)
N (-4.190, 0.489, 1.955)
P (-5.110, 1.664, 2.912)
S (-5.769, 0.880, 4.507)
N (-2.425, 1.806, 1.187)
S (-3.393, 2.993, 0.332)
C (-0.959, 1.755, 0.748)
N (-0.769, 1.526, -0.629)
P (-0.318, 3.579, 0.952)
N (-0.438, 4.331, -0.407)
H (1.601, -1.223, 5.176)
H (0.776, 0.157, 5.883)
H (1.859, 0.372, 4.474)
H (0.253, -1.384, 3.346)
H (-1.716, 0.521, 3.200)
H (-0.919, -1.494, 1.885)
H (-0.750, -2.080, -0.293)
H (-2.683, -0.751, -0.106)
H (-4.572, -0.454, 1.979)
H (-6.048, 2.066, 1.956)
H (-4.150, 2.672, 2.991)
H (-3.975, 2.131, -0.519)
H (-0.547, 2.374, -1.149)
H (-1.376, 0.889, -1.118)
H (0.952, 3.443, 1.515)
H (-1.187, 4.030, 1.945)
H (0.452, 4.666, -0.764)
C (-0.036, -2.325, -3.340)
C (0.685, -2.619, -4.437)
C (0.258, -3.696, -5.422)
O (0.985, -3.857, -6.382)
C (-0.954, -4.441, -5.156)
C (-1.666, -4.146, -4.060)
C (-1.246, -3.059, -3.095)
O (-1.985, -2.868, -2.132)
O (-2.787, -4.765, -3.721)
O (1.805, -2.015, -4.765)
H (0.261, -1.558, -2.637)
H (-1.246, -5.215, -5.852)
H (-3.095, -4.358, -2.889)
H (2.108, -2.423, -5.604)

DFT total energy: -131484.8648 eV
Net charge: +1
Frontier orbital gap: 7.60 eV

---

Entry 5:
DFT (ωB97M-V with the def2-TZVPD basis set) results for a molecular structure, C17H21I2N2O3Pd.

Element x y z (Å)
Pd (-0.155, -0.526, -1.411)
I (4.298, 1.439, 1.852)
C (2.410, 0.819, 2.520)
C (1.774, 1.516, 3.535)
C (0.522, 1.101, 3.951)
I (-0.456, 2.155, 5.470)
C (-0.180, -0.023, 3.400)
O (-1.322, -0.394, 3.757)
C (0.541, -0.689, 2.337)
C (-0.174, -1.859, 1.727)
N (0.630, -2.581, 0.749)
C (-0.115, -3.618, 0.052)
C (-1.045, -3.012, -0.972)
C (-2.412, -3.052, -0.832)
C (-3.227, -2.415, -1.781)
C (-2.629, -1.743, -2.812)
C (-1.220, -1.762, -2.919)
N (-0.427, -2.451, -2.054)
C (1.784, -0.273, 1.916)
H (2.247, 2.370, 4.003)
H (-0.539, -2.511, 2.535)
H (-1.078, -1.490, 1.231)
H (1.439, -2.984, 1.206)
H (0.603, -4.252, -0.473)
H (-0.705, -4.253, 0.731)
H (-2.842, -3.553, 0.025)
H (-4.305, -2.433, -1.678)
H (-3.209, -1.214, -3.557)
H (-0.750, -1.448, -3.844)
H (2.268, -0.794, 1.098)
C (0.557, 2.603, -3.409)
O (1.675, 3.167, -2.751)
C (1.487, 3.370, -1.368)
C (1.316, 2.105, -0.555)
O (-0.011, 1.569, -0.677)
C (-0.856, 1.972, 0.400)
H (-0.366, 3.133, -3.147)
H (0.423, 1.545, -3.152)
H (0.738, 2.702, -4.479)
H (0.624, 4.030, -1.195)
H (2.385, 3.882, -1.019)
H (1.522, 2.310, 0.498)
H (2.016, 1.337, -0.888)
H (-0.915, 3.065, 0.438)
H (-0.479, 1.585, 1.348)
H (-1.840, 1.557, 0.198)

DFT total energy: -46773.4073 eV
Relative energy (zero: lowest compared OMol25 entry of this formula, charge and spin): 0.00 kcal per mole
Net charge: -1
Frontier orbital gap: 6.30 eV